This record from the OMol25 dataset describes a cluster of 2 separate species, C30H30N3O2 in total in a non-equilibrium geometry. The level of theory is the ωB97M-V functional and the def2-TZVPD basis.

Calculated values
Strongest force on any atom ... 0.0532 hartree/bohr
Gap between HOMO and LUMO ... 4.8 eV
HOMO ... -10.260 eV
Net charge ... +1
Energy relative to the best compared isomer or geometry (same formula, charge and spin) ... 246.6 kJ/mol

Each line ends with the Mulliken charge.
Element x y z (Å)
C  3.69154  -1.36333  2.17839  -0.5725
C  3.01926  -0.12351  1.85111  0.3945
C  3.15029  0.67443  0.73785  -0.9360
C  2.33833  1.82012  0.97050  -0.2467
C  1.80369  1.65747  2.24361  -0.0003
C  0.87657  2.50645  2.98749  -0.0556
N  0.89461  3.89161  2.52454  0.0710
C  2.07744  4.71134  2.63718  -1.0735
C  -0.23835  4.27650  1.85323  0.5030
O  -0.51453  5.38311  1.40324  -0.6807
C  -1.11772  3.00233  1.76760  0.6307
C  -2.60580  3.26403  2.00608  -1.3255
C  -3.49301  2.03431  1.96662  0.6721
C  -4.50190  1.88312  2.93104  -0.5071
C  -5.27662  0.72169  2.96345  -0.4912
C  -5.10775  -0.26181  1.98634  -0.5207
C  -4.17859  -0.06437  0.96507  -0.5501
C  -3.38152  1.08809  0.93655  -0.2340
N  -0.48280  2.12453  2.69318  -0.2081
O  2.17925  0.45729  2.78346  -0.4264
H  4.23282  -1.72349  1.28963  0.3626
H  4.41663  -1.22712  2.99794  0.3312
H  2.98870  -2.15423  2.45633  -0.3099
H  3.76478  0.49108  -0.14630  0.4037
H  2.14068  2.65610  0.29333  0.5804
H  1.11742  2.48051  4.06824  0.3111
H  1.98953  5.60040  2.01343  0.3453
H  2.23423  5.01143  3.67501  0.3055
H  2.95865  4.15598  2.31943  0.4015
H  -1.01564  2.62992  0.72127  0.0775
H  -2.72496  3.76061  2.98158  0.3598
H  -2.91031  3.96232  1.20569  0.2999
H  -4.63442  2.66925  3.68168  0.3421
H  -6.03218  0.60146  3.73684  0.3723
H  -5.68606  -1.17926  2.02895  0.3963
H  -4.08060  -0.78938  0.16114  0.3968
H  -2.65597  1.25371  0.13307  0.3014
H  -0.70010  1.13881  2.65300  0.3279
C  1.71355  -3.54400  4.28945  -1.0862
C  0.24730  -3.73548  4.23167  0.3022
N  -0.29248  -4.92854  3.91548  0.3723
C  -1.43051  -5.54348  4.51783  0.0092
C  -1.93573  -5.30948  5.78130  -0.3664
C  -2.81675  -6.27516  6.32069  -0.7368
C  -3.21520  -7.40792  5.58767  -0.5105
C  -2.66591  -7.66275  4.32637  -0.5862
C  -1.72819  -6.76074  3.82952  0.7188
C  -0.76381  -6.90647  2.77766  0.5075
C  0.15818  -5.82872  2.89703  0.3230
C  1.24958  -5.74504  2.05491  -0.2617
C  1.39524  -6.72588  1.05010  -0.7974
C  0.46615  -7.76706  0.89762  -0.6097
C  -0.61026  -7.87231  1.78293  -0.6022
H  1.89053  -2.83408  5.11217  0.4204
H  2.24647  -4.48942  4.49098  0.5239
H  2.18643  -3.12072  3.38753  -0.2226
H  -0.41694  -2.96192  4.62057  0.5627
H  -1.62715  -4.41314  6.33053  0.3716
H  -3.18673  -6.14052  7.33303  0.3907
H  -3.93673  -8.11102  6.00832  0.3890
H  -2.90411  -8.54250  3.72921  0.3676
H  1.96270  -4.93394  2.18201  0.2837
H  2.23677  -6.67557  0.36634  0.4056
H  0.57157  -8.49872  0.09267  0.3953
H  -1.35868  -8.65797  1.72450  0.3873


This record from the OMol25 dataset describes a structure of composition C30H30N6O2PSe3TaTe. The level of theory is the ωB97M-V functional and the def2-TZVPD basis.

Calculated values
Strongest force on any atom ... 0.0091 hartree/bohr
Gap between HOMO and LUMO ... 6.1 eV
HOMO ... -7.724 eV
Net charge ... 0
Energy relative to the best compared isomer or geometry (same formula, charge and spin) ... 0.0 kJ/mol

Each line ends with the Mulliken charge.
Element x y z (Å)
Ta  1.14661  0.15625  0.23411  -1.4758
Se  1.81722  -1.18567  2.45795  -0.1278
Se  0.46039  -0.09760  4.03267  -0.3104
Te  -1.66760  -0.93110  3.02987  -0.0286
Se  -1.32464  -0.03924  0.67051  -0.2899
O  3.90930  -2.50851  -0.59277  -0.5943
C  2.72276  -2.55864  -0.40660  0.2078
O  1.97044  -1.44383  -0.44312  1.3222
C  1.94622  -3.82291  -0.14604  -1.0648
P  0.11682  -3.60592  0.07682  0.5145
C  -0.42117  -3.12348  -1.60434  0.1932
C  -1.79453  -2.94614  -1.77739  -0.6530
C  -2.31271  -2.56487  -3.00274  -0.7142
C  -1.45954  -2.31962  -4.07048  -0.4645
C  -0.09254  -2.46838  -3.90587  -0.4587
C  0.42265  -2.87631  -2.68236  0.2089
C  -0.31993  -5.38993  0.09185  0.5172
C  -0.60063  -5.96747  1.32730  -0.4597
C  -0.89907  -7.31991  1.42312  -0.5283
C  -0.93403  -8.10308  0.27994  -0.4573
C  -0.66811  -7.53319  -0.95857  -0.6712
C  -0.36049  -6.18539  -1.05185  -0.3889
H  2.31586  -4.23406  0.79793  0.5366
H  2.21258  -4.54176  -0.92392  0.5225
H  -2.46173  -3.11177  -0.93813  0.4189
H  -3.38168  -2.44182  -3.12123  0.3914
H  -1.85975  -2.00128  -5.02446  0.3960
H  0.57887  -2.26897  -4.73157  0.3911
H  1.49489  -3.00177  -2.58873  0.2110
H  -0.59086  -5.34917  2.21836  0.3678
H  -1.11318  -7.75830  2.38912  0.3900
H  -1.17441  -9.15600  0.35088  0.3755
H  -0.70197  -8.14106  -1.85362  0.4025
H  -0.16300  -5.74454  -2.02210  0.3030
N  -1.45566  3.62367  1.51238  -0.1844
C  -0.97221  4.20261  0.37124  0.3361
C  -0.47067  5.51488  0.37551  -0.7568
C  0.01977  6.02948  -0.80140  -0.3840
C  0.00271  5.24730  -1.95573  -0.7091
C  -0.48529  3.95981  -1.84849  -0.2020
N  -0.95068  3.42920  -0.71583  -0.0526
H  -1.69739  4.19225  2.30255  0.2310
H  -1.89214  2.72136  1.41408  0.1222
H  -0.45089  6.09149  1.29023  0.4201
H  0.42269  7.03372  -0.82000  0.4101
H  0.36629  5.62331  -2.90158  0.4599
H  -0.49201  3.29633  -2.70854  0.2676
C  4.14113  0.85403  -0.15886  -0.8861
N  2.88327  1.20248  -0.86291  0.2242
C  2.81994  2.67506  -1.00933  -1.0892
C  2.87446  0.61674  -2.23176  -2.1988
C  1.46687  0.67990  -2.75851  0.6363
C  1.24649  0.93953  -4.10599  -0.8105
C  -0.04513  0.99769  -4.59863  -0.9228
C  -1.11036  0.79433  -3.73395  -0.7389
C  -0.88345  0.54329  -2.39010  -0.9955
C  0.40636  0.48793  -1.84864  3.6107
H  4.12328  1.29361  0.83721  0.2375
H  4.99014  1.25781  -0.71752  0.4063
H  4.24553  -0.22777  -0.08896  0.2474
H  2.88821  3.15313  -0.03827  0.4783
H  1.88759  2.96125  -1.48736  0.1803
H  3.66296  3.00435  -1.62214  0.3764
H  3.23061  -0.41124  -2.15753  0.1539
H  3.57199  1.17309  -2.86587  0.6653
H  2.08974  1.10426  -4.76749  0.4433
H  -0.21928  1.20526  -5.64678  0.3665
H  -2.12672  0.83947  -4.10417  0.3524
H  -1.75087  0.40994  -1.75739  0.1999
N  2.29664  6.00536  2.37395  -0.5481
C  1.98189  4.91478  2.58011  0.4629
N  1.60499  3.68585  2.90311  -0.7213
C  1.50190  2.74148  2.10043  0.9729
N  1.36130  1.79389  1.40891  -0.0442


This record from the OMol25 dataset describes a structure of composition C30H31BCl2O2S in a non-equilibrium geometry. The level of theory is the ωB97M-V functional and the def2-TZVPD basis.

Calculated values
Strongest force on any atom ... 0.0728 hartree/bohr
Gap between HOMO and LUMO ... 3.0 eV
HOMO ... -5.065 eV
Net charge ... 0
Energy relative to the best compared isomer or geometry (same formula, charge and spin) ... 596.3 kJ/mol

Each line ends with the Mulliken charge.
Element x y z (Å)
Cl  -4.19726  2.60054  0.41502  -0.2334
C  -2.86109  1.62983  0.92076  0.1094
C  -3.09260  0.37440  1.49651  -0.7977
C  -2.02296  -0.30488  2.09144  0.0614
C  -0.74365  0.27753  2.20490  0.1059
C  0.21752  -0.12674  3.36368  1.1786
C  1.54304  -0.71144  2.83817  -0.4122
C  2.12450  -1.76018  3.57817  -0.1346
C  3.51770  -1.82564  3.68118  -0.6320
C  4.26570  -0.89492  2.95631  0.0053
Cl  5.90853  -0.57750  3.44869  -0.2471
C  3.70624  -0.17968  1.89556  -0.7702
C  2.30658  -0.13006  1.81082  -0.3794
C  -0.45536  1.36463  1.35919  -0.2637
C  -1.52530  2.07915  0.77442  -1.0321
H  -4.08790  -0.05808  1.50142  0.4710
H  -2.16198  -1.32089  2.48848  0.0608
H  -0.18853  -0.86904  4.00412  0.5132
H  1.51128  -2.50702  4.06808  0.2700
H  4.02519  -2.52165  4.35624  0.4481
H  4.36494  0.34652  1.20528  0.4568
H  1.89422  0.39139  0.94480  0.6340
H  0.53979  1.74076  1.19534  0.1776
H  -1.33576  3.01714  0.27076  0.4133
C  0.45226  -1.24759  7.74800  -1.4725
C  0.17963  -0.29004  6.66123  0.8275
C  -1.02604  0.31605  6.27219  -0.9106
C  -0.88794  1.23190  5.25862  -0.8973
C  0.35337  1.03714  4.44506  1.6775
B  -1.50826  -3.50408  3.43695  0.5309
C  1.02051  2.35268  3.95750  0.5729
C  0.25050  3.45875  3.52439  -0.6150
C  0.86562  4.39416  2.70627  -0.6491
C  2.21963  4.31985  2.39263  -0.6026
C  3.00343  3.30891  2.95690  -0.8226
C  2.40477  2.36529  3.78405  -0.3335
O  -0.49630  -4.32295  3.73825  -0.4449
C  -1.06085  -5.11095  4.83506  1.5265
C  -0.63546  -6.56010  4.78244  -1.8884
C  -0.37493  -4.55419  6.05997  -1.8666
C  -2.63898  -4.83580  4.70485  1.7370
C  -3.39238  -5.93466  4.00012  -1.9771
C  -3.32191  -4.49900  5.99170  -1.7264
O  -2.72249  -3.62506  3.88114  -0.5500
S  1.48294  0.35448  5.74433  -0.3751
H  -0.44686  -1.83278  7.98579  0.3675
H  1.27354  -1.93534  7.48041  0.3536
H  0.72265  -0.71110  8.66798  0.3710
H  -1.95536  0.02879  6.76528  0.4146
H  -1.71850  1.85562  4.92615  0.2963
H  -0.81260  3.52714  3.74271  0.2856
H  0.29129  5.22112  2.28558  0.4036
H  2.68757  5.04039  1.70148  0.3607
H  4.07461  3.28326  2.78053  0.4667
H  3.02407  1.59662  4.21536  0.4170
H  -0.97179  -7.05754  5.71192  0.3801
H  -1.01118  -7.18861  3.98276  0.3594
H  0.46171  -6.65772  4.79903  0.4558
H  -0.65447  -5.09989  6.95992  0.4594
H  0.70688  -4.68266  5.92336  0.5646
H  -0.51272  -3.47877  6.19707  0.0460
H  -3.49280  -6.81706  4.63732  0.3915
H  -4.40261  -5.62315  3.74368  0.4635
H  -2.90639  -6.29178  3.08782  0.3553
H  -3.45803  -5.33637  6.66781  0.3616
H  -2.75445  -3.75637  6.55596  0.2370
H  -4.31624  -4.08760  5.76497  0.4456